Record 1
{
  "formula": "C26H79B3N5O8Sn2",
  "method": "the ωB97M-V functional and the def2-TZVPD basis",
  "homo_lumo_gap_ha": 0.1995,
  "charge": 1,
  "total_energy_ha": -2416.2042,
  "homo_ha": -0.35137,
  "lumo_energy_ev": -4.13,
  "species": ["Sn", "Sn", "B", "H", "H", "H", "H", "B", "H", "H", "H", "H", "B", "H", "H", "H", "H", "C", "O", "C", "C", "N", "C", "C", "O", "C", "H", "H", "H", "H", "H", "H", "H", "H", "H", "H", "H", "H", "H", "H", "H", "C", "O", "C", "C", "N", "C", "C", "O", "C", "H", "H", "H", "H", "H", "H", "H", "H", "H", "H", "H", "H", "H", "H", "H", "C", "O", "C", "C", "N", "C", "C", "O", "C", "H", "H", "H", "H", "H", "H", "H", "H", "H", "H", "H", "H", "H", "H", "H", "C", "C", "C", "O", "C", "N", "H", "H", "H", "H", "H", "H", "H", "H", "H", "H", "H", "C", "C", "C", "O", "C", "N", "H", "H", "H", "H", "H", "H", "H", "H", "H", "H", "H"],
  "coordinates": [[-0.441, -3.379, -2.524], [-0.434, 1.579, -2.150], [-0.533, -0.670, -4.265], [-0.210, 0.288, -4.889], [-0.680, -1.600, -4.991], [0.337, -0.891, -3.466], [-1.529, -0.442, -3.648], [0.215, -0.984, -0.550], [-0.629, -1.121, -1.389], [-0.112, -0.128, 0.201], [0.240, -2.026, 0.028], [1.262, -0.774, -1.042], [-3.174, -2.712, -1.196], [-3.964, -3.174, -1.948], [-2.477, -3.617, -0.789], [-2.464, -1.917, -1.782], [-3.774, -2.065, -0.418], [2.746, 0.317, -3.938], [2.450, 1.256, -2.920], [3.339, 1.133, -1.834], [3.139, 2.280, -0.906], [1.920, 2.065, -0.149], [1.622, 3.110, 0.820], [2.786, 3.590, 1.664], [2.284, 4.534, 2.587], [3.265, 5.354, 3.178], [2.829, -0.715, -3.594], [3.664, 0.604, -4.464], [1.985, 0.357, -4.713], [4.372, 1.202, -2.198], [3.235, 0.181, -1.307], [3.142, 3.261, -1.386], [4.012, 2.341, -0.242], [1.954, 1.201, 0.404], [0.837, 2.751, 1.480], [1.218, 3.956, 0.284], [3.423, 4.160, 0.970], [3.348, 2.809, 2.187], [3.980, 5.805, 2.483], [3.838, 4.806, 3.934], [2.716, 6.139, 3.695], [-2.122, -1.971, 2.155], [-3.464, -2.292, 2.420], [-4.370, -1.257, 2.193], [-5.795, -1.742, 2.319], [-6.073, -2.739, 1.291], [-7.321, -3.453, 1.530], [-7.537, -4.532, 0.480], [-6.334, -5.257, 0.298], [-6.212, -5.838, -0.979], [-2.024, -1.568, 1.144], [-1.544, -2.888, 2.262], [-1.755, -1.279, 2.926], [-4.194, -0.679, 1.277], [-4.274, -0.517, 3.013], [-6.478, -0.882, 2.220], [-5.976, -2.178, 3.303], [-6.129, -2.280, 0.388], [-8.191, -2.779, 1.557], [-7.223, -3.924, 2.510], [-7.860, -4.165, -0.503], [-8.309, -5.250, 0.789], [-5.265, -6.373, -0.948], [-6.234, -5.079, -1.767], [-7.000, -6.572, -1.189], [-2.360, 1.909, 1.347], [-1.610, 2.683, 0.429], [-2.290, 3.916, 0.158], [-1.297, 4.960, -0.314], [-0.871, 4.550, -1.670], [0.083, 5.498, -2.266], [0.258, 5.131, -3.722], [0.715, 3.775, -3.765], [0.780, 3.270, -5.096], [-1.856, 0.957, 1.510], [-3.382, 1.712, 1.008], [-2.459, 2.337, 2.351], [-2.540, 4.297, 1.160], [-3.235, 3.854, -0.386], [-0.521, 5.109, 0.427], [-1.779, 5.944, -0.389], [-1.662, 4.824, -2.256], [1.026, 5.465, -1.718], [-0.289, 6.530, -2.227], [1.003, 5.741, -4.241], [-0.685, 5.201, -4.281], [0.881, 2.189, -5.047], [1.628, 3.706, -5.630], [-0.117, 3.534, -5.664], [3.444, 0.046, 3.550], [2.190, -0.503, 2.875], [0.959, 0.276, 3.349], [0.750, 0.166, 4.745], [0.696, -1.136, 5.258], [2.399, -0.299, 1.425], [3.395, -0.056, 4.634], [3.507, 1.117, 3.341], [4.354, -0.406, 3.153], [2.047, -1.582, 2.986], [0.058, -0.131, 2.874], [1.095, 1.335, 3.124], [1.637, -1.683, 5.164], [-0.102, -1.742, 4.805], [0.409, -1.129, 6.309], [3.261, -0.762, 1.145], [1.668, -0.797, 0.910], [2.970, -5.014, -1.023], [3.158, -3.593, -0.514], [4.609, -3.222, -0.255], [4.748, -1.853, 0.025], [6.071, -1.460, 0.322], [2.687, -2.727, -1.631], [3.799, -5.291, -1.680], [2.053, -5.137, -1.595], [2.957, -5.772, -0.235], [2.494, -3.320, 0.308], [5.227, -3.519, -1.115], [4.991, -3.805, 0.596], [6.084, -0.494, 0.822], [6.658, -1.341, -0.596], [6.560, -2.219, 0.939], [2.299, -1.855, -1.303], [3.394, -2.552, -2.334]]
}

Record 2
{
  "formula": "C26H79N17O11",
  "method": "the ωB97M-V functional and the def2-TZVPD basis",
  "homo_lumo_gap_ha": 0.3175,
  "relative_energy_ev": 5.768,
  "total_energy_ha": -2796.4839,
  "homo_ha": -0.31080,
  "smiles": "COC[C@H](C)N.COC[C@H](C)N.COC[C@H](C)N.COC[C@H](C)N.COC[C@H](C)N.NC(N)=O.NC(N)=O.NC(N)=O.NC(N)=O.NC(N)=O.NC(N)=O",
  "lumo_energy_ev": 0.18,
  "species": ["C", "O", "C", "C", "C", "N", "H", "H", "H", "H", "H", "H", "H", "H", "H", "H", "H", "C", "O", "C", "C", "C", "N", "H", "H", "H", "H", "H", "H", "H", "H", "H", "H", "H", "C", "O", "C", "C", "C", "N", "H", "H", "H", "H", "H", "H", "H", "H", "H", "H", "H", "C", "O", "C", "C", "C", "N", "H", "H", "H", "H", "H", "H", "H", "H", "H", "H", "H", "C", "O", "C", "C", "C", "N", "H", "H", "H", "H", "H", "H", "H", "H", "H", "H", "H", "N", "C", "N", "O", "H", "H", "H", "H", "N", "C", "N", "O", "H", "H", "H", "H", "N", "C", "N", "O", "H", "H", "H", "H", "N", "C", "N", "O", "H", "H", "H", "H", "N", "C", "N", "O", "H", "H", "H", "H", "N", "C", "N", "O", "H", "H", "H", "H"],
  "coordinates": [[-21.025, -14.348, 5.379], [-20.697, -14.801, 4.079], [-19.559, -15.632, 4.088], [-18.107, -14.999, 4.248], [-17.666, -13.923, 3.248], [-17.120, -16.064, 4.101], [-21.878, -13.694, 5.196], [-20.256, -13.714, 5.820], [-21.266, -15.072, 6.157], [-19.745, -16.546, 4.653], [-19.494, -16.104, 3.108], [-18.155, -14.720, 5.301], [-17.712, -14.190, 2.193], [-16.716, -13.436, 3.467], [-18.432, -13.147, 3.265], [-16.298, -15.634, 4.500], [-17.424, -16.876, 4.620], [-15.534, -11.782, 0.909], [-15.735, -10.705, 0.023], [-16.310, -9.479, 0.497], [-16.814, -8.493, -0.579], [-17.853, -9.056, -1.564], [-15.627, -8.081, -1.390], [-16.478, -12.066, 1.373], [-14.812, -11.594, 1.704], [-15.257, -12.639, 0.294], [-17.259, -9.722, 0.975], [-15.654, -8.946, 1.185], [-17.049, -7.575, -0.041], [-17.559, -9.753, -2.348], [-18.488, -8.287, -2.004], [-18.474, -9.660, -0.903], [-15.966, -7.309, -1.945], [-15.468, -8.855, -2.020], [-7.143, -7.639, 4.047], [-8.536, -7.927, 3.984], [-8.909, -9.138, 3.431], [-10.421, -9.475, 3.572], [-10.810, -10.964, 3.279], [-11.132, -8.585, 2.627], [-6.821, -6.738, 4.568], [-6.688, -7.569, 3.059], [-6.744, -8.451, 4.656], [-8.665, -9.312, 2.383], [-8.412, -10.006, 3.864], [-10.693, -9.176, 4.585], [-10.033, -11.679, 3.550], [-10.849, -11.143, 2.205], [-11.689, -11.242, 3.861], [-10.918, -8.983, 1.724], [-10.590, -7.741, 2.746], [-13.258, -14.563, 9.088], [-12.206, -13.731, 8.529], [-12.215, -12.347, 8.828], [-12.911, -11.545, 7.774], [-11.964, -11.221, 6.590], [-13.558, -10.323, 8.277], [-13.216, -14.528, 10.176], [-13.185, -15.600, 8.762], [-14.263, -14.341, 8.729], [-12.755, -12.367, 9.774], [-11.183, -12.166, 9.130], [-13.817, -12.029, 7.409], [-12.543, -10.686, 5.836], [-11.773, -12.161, 6.073], [-11.035, -10.686, 6.787], [-14.417, -10.555, 8.753], [-13.964, -9.812, 7.506], [-9.121, -18.593, -0.367], [-10.126, -17.560, -0.393], [-9.504, -16.396, 0.176], [-10.007, -15.873, 1.543], [-11.588, -15.962, 1.652], [-9.566, -14.481, 1.884], [-9.000, -19.074, 0.604], [-8.151, -18.315, -0.779], [-9.331, -19.473, -0.974], [-8.416, -16.459, 0.153], [-9.648, -15.780, -0.711], [-9.555, -16.527, 2.289], [-11.805, -15.937, 2.720], [-11.922, -16.967, 1.396], [-12.217, -15.198, 1.194], [-9.999, -13.818, 1.257], [-9.789, -13.993, 2.740], [-14.050, -13.495, 4.551], [-14.090, -14.608, 5.304], [-12.888, -15.020, 5.463], [-15.011, -15.151, 5.851], [-13.269, -12.856, 4.517], [-14.898, -13.020, 4.274], [-12.573, -15.757, 6.078], [-12.135, -14.485, 5.056], [-14.667, -19.094, 9.387], [-15.454, -18.433, 8.568], [-14.709, -17.661, 7.876], [-16.586, -18.622, 8.512], [-13.785, -18.651, 9.598], [-15.021, -19.899, 9.884], [-15.157, -16.926, 7.349], [-13.718, -17.837, 7.963], [-14.092, -9.472, 4.002], [-14.225, -8.375, 4.721], [-13.375, -7.463, 4.340], [-15.000, -8.265, 5.635], [-14.738, -10.216, 4.226], [-13.261, -9.553, 3.434], [-13.525, -6.508, 4.631], [-12.851, -7.643, 3.495], [-10.138, -14.619, 6.913], [-9.837, -14.705, 5.643], [-9.004, -15.665, 5.443], [-10.285, -14.004, 4.776], [-10.915, -14.008, 7.120], [-9.675, -15.253, 7.548], [-8.653, -15.827, 4.510], [-8.853, -16.306, 6.209], [-16.689, -10.214, 6.366], [-16.470, -11.326, 5.718], [-16.945, -12.373, 6.393], [-15.843, -11.285, 4.686], [-16.365, -9.372, 5.913], [-17.024, -10.235, 7.318], [-16.788, -13.247, 5.911], [-17.365, -12.229, 7.300], [-12.140, -20.242, 6.551], [-11.910, -18.953, 6.377], [-11.754, -18.713, 5.107], [-11.883, -18.119, 7.215], [-11.976, -20.968, 5.868], [-12.305, -20.445, 7.527], [-12.042, -19.467, 4.500], [-11.637, -17.766, 4.775]]
}

Record 3
{
  "formula": "C26H80N8O14",
  "method": "the ωB97M-V functional and the def2-TZVPD basis",
  "homo_lumo_gap_ha": 0.2803,
  "relative_energy_ev": 0.680,
  "total_energy_ha": -2529.7122,
  "homo_ha": -0.30770,
  "lumo_energy_ev": -0.75,
  "species": ["C", "O", "H", "H", "H", "H", "C", "O", "H", "H", "H", "H", "C", "O", "H", "H", "H", "H", "C", "O", "H", "H", "H", "H", "C", "O", "N", "N", "H", "H", "H", "H", "C", "O", "N", "N", "H", "H", "H", "H", "C", "O", "N", "N", "H", "H", "H", "H", "C", "O", "N", "N", "H", "H", "H", "H", "C", "C", "C", "O", "H", "H", "H", "H", "H", "H", "H", "H", "C", "C", "C", "O", "H", "H", "H", "H", "H", "H", "H", "H", "C", "C", "C", "O", "H", "H", "H", "H", "H", "H", "H", "H", "C", "C", "C", "O", "H", "H", "H", "H", "H", "H", "H", "H", "C", "C", "C", "O", "H", "H", "H", "H", "H", "H", "H", "H", "C", "C", "C", "O", "H", "H", "H", "H", "H", "H", "H", "H"],
  "coordinates": [[-10.502, -30.259, -2.536], [-10.577, -29.499, -1.324], [-9.871, -29.762, -3.217], [-11.542, -30.295, -2.892], [-10.228, -31.381, -2.542], [-9.833, -29.712, -0.817], [-10.116, -30.993, 6.827], [-10.651, -30.829, 5.569], [-9.191, -30.456, 6.994], [-9.885, -31.995, 7.124], [-10.868, -30.657, 7.551], [-11.282, -30.142, 5.413], [-11.583, -29.440, 2.220], [-11.045, -30.729, 2.468], [-11.747, -29.204, 1.147], [-11.000, -28.675, 2.609], [-12.580, -29.276, 2.752], [-11.654, -31.167, 3.100], [-11.706, -26.747, 5.308], [-12.647, -26.502, 4.302], [-11.145, -25.919, 5.649], [-11.005, -27.485, 4.940], [-12.182, -27.096, 6.223], [-13.165, -25.765, 4.582], [-8.335, -30.868, 0.292], [-6.965, -30.837, 0.188], [-9.058, -30.050, 0.941], [-9.009, -31.824, -0.243], [-8.584, -29.228, 1.338], [-10.061, -30.262, 1.280], [-8.512, -32.236, -1.044], [-10.016, -31.828, -0.342], [-12.855, -33.030, 3.863], [-13.114, -34.055, 3.029], [-11.861, -33.080, 4.677], [-13.382, -31.847, 3.856], [-11.271, -33.950, 4.614], [-11.342, -32.285, 5.046], [-14.274, -31.642, 3.410], [-13.193, -31.139, 4.574], [-14.014, -29.194, 5.716], [-12.798, -29.532, 5.142], [-14.651, -28.076, 5.518], [-14.711, -29.992, 6.445], [-14.173, -27.381, 4.914], [-15.588, -27.902, 5.755], [-14.204, -30.853, 6.800], [-15.649, -29.931, 6.772], [-9.391, -34.632, 1.674], [-9.291, -35.984, 1.822], [-8.405, -33.971, 1.216], [-10.475, -33.904, 1.840], [-7.491, -34.398, 1.278], [-8.538, -33.032, 0.833], [-11.318, -34.371, 2.250], [-10.333, -32.938, 2.082], [-6.470, -27.369, 4.364], [-7.259, -28.292, 3.500], [-8.505, -28.846, 4.219], [-7.781, -27.869, 2.436], [-7.107, -26.592, 4.758], [-5.674, -26.927, 3.817], [-6.075, -27.918, 5.188], [-6.686, -29.179, 3.231], [-8.219, -29.372, 5.175], [-8.985, -29.567, 3.581], [-9.225, -28.057, 4.465], [-7.838, -26.950, 2.544], [-11.888, -26.632, 0.245], [-12.527, -26.987, -1.086], [-13.631, -26.008, -1.435], [-11.720, -27.161, -2.047], [-12.492, -26.867, 1.047], [-11.770, -25.571, 0.489], [-10.947, -27.136, 0.429], [-12.948, -27.947, -0.917], [-14.304, -25.852, -0.667], [-14.183, -26.523, -2.240], [-13.295, -25.057, -1.854], [-11.314, -27.980, -1.928], [-17.385, -28.304, 1.878], [-16.102, -27.689, 2.343], [-14.892, -28.160, 1.566], [-16.031, -26.470, 2.227], [-17.339, -29.378, 1.834], [-17.731, -27.891, 0.925], [-18.297, -28.121, 2.488], [-15.950, -28.024, 3.356], [-14.807, -29.252, 1.769], [-13.981, -27.775, 1.970], [-14.971, -27.945, 0.533], [-15.455, -26.109, 2.871], [-13.531, -31.008, -0.378], [-12.794, -32.180, 0.269], [-13.648, -33.416, -0.004], [-11.650, -32.425, -0.184], [-14.457, -30.967, 0.204], [-13.781, -31.204, -1.424], [-13.085, -30.061, -0.279], [-12.743, -32.087, 1.367], [-13.726, -33.793, -1.079], [-14.717, -33.257, 0.298], [-13.205, -34.207, 0.532], [-11.308, -33.179, 0.308], [-8.363, -32.352, 4.253], [-6.923, -32.922, 4.100], [-6.158, -32.104, 3.094], [-6.250, -32.998, 5.169], [-8.795, -32.155, 3.319], [-8.278, -31.437, 4.854], [-8.863, -33.160, 4.752], [-6.937, -33.943, 3.680], [-6.241, -31.092, 3.442], [-6.589, -32.249, 2.125], [-5.079, -32.334, 3.020], [-5.803, -33.841, 5.235], [-10.042, -25.761, 2.846], [-9.163, -25.099, 1.762], [-9.778, -23.721, 1.700], [-7.967, -24.910, 2.069], [-10.034, -26.814, 2.627], [-11.078, -25.502, 2.679], [-9.728, -25.533, 3.857], [-9.198, -25.608, 0.814], [-9.296, -22.983, 1.090], [-9.866, -23.227, 2.698], [-10.765, -23.717, 1.250], [-7.443, -24.928, 1.275]]
}